1.
An isolated molecule of C3H8N2O, computed with ωB97M-V with the def2-TZVPD basis set.

```
14
Properties=species:S:1:pos:R:3:nbo_charge:R:1
C -1.036 -0.512 1.132 -0.7481
N -0.484 -0.218 -0.244 -0.4333
C -1.008 1.090 -0.727 -0.4069
C 1.006 -0.289 -0.590 0.7719
O 1.368 -0.108 -1.729 -0.5999
N 1.737 -0.578 0.486 -0.8149
H -0.616 -1.485 1.428 0.1434
H -0.646 0.279 1.789 0.1429
H -0.894 -0.926 -0.855 0.4255
H -0.669 1.283 -1.746 0.2243
H -2.093 1.037 -0.650 0.2368
H -0.637 1.859 -0.047 0.2112
H 2.732 -0.697 0.394 0.4170
H 1.242 -0.735 1.359 0.4301
```

The energy above the lowest of the compared OMol25 structures with the same formula, charge and spin is 313.9 kJ/mol. The HOMO energy comes out at -0.2548 Ha. The calculation puts the HOMO-LUMO gap at 0.2807 hartree. Its LUMO energy is 0.7 eV. For the energy, the calculation gives -8266.072 eV.

=====

2.
An isolated molecule of C3H8N2O at a distorted geometry, computed with ωB97M-V with the def2-TZVPD basis set.

```
14
Properties=species:S:1:pos:R:3:nbo_charge:R:1
C 1.641 -0.661 0.452 -0.4426
N 0.975 0.289 -0.510 -0.4419
N -0.449 0.220 -0.451 -0.3126
C -1.106 1.430 0.170 -0.4401
C -1.154 -0.978 -0.284 0.5223
O -2.296 -1.058 0.154 -0.5901
H 1.049 -1.649 0.338 0.1916
H 1.808 -0.111 1.370 0.2150
H 2.642 -0.882 0.020 0.2023
H 1.259 -0.090 -1.415 0.3461
H -1.077 2.291 -0.485 0.2026
H -2.221 1.187 0.339 0.2450
H -0.593 1.804 1.081 0.1989
H -0.479 -1.793 -0.778 0.1035
```

As for the SMILES: CNN(C)C=O. The energy above the lowest of the compared OMol25 structures with the same formula, charge and spin is 272.2 kJ/mol. The HOMO energy comes out at -0.3544 Ha. The calculation puts the HOMO-LUMO gap at 0.3875 hartree. Its LUMO energy is 0.9 eV. For the energy, the calculation gives -8266.504 eV.

=====

3.
An isolated molecule of C3H8N2O at a distorted geometry, computed with ωB97M-V with the def2-TZVPD basis set.

```
14
Properties=species:S:1:pos:R:3:nbo_charge:R:1
C 1.570 -1.735 0.144 -0.7068
C 0.778 -0.579 -0.431 0.6715
O 1.217 0.021 -1.387 -0.6226
N -0.414 -0.234 0.141 -0.6402
C -1.012 1.172 0.052 -0.0461
N -1.948 1.312 1.098 -0.8775
H 1.646 -2.462 -0.662 0.2381
H 2.533 -1.380 0.492 0.2369
H 1.126 -2.269 0.977 0.2080
H -0.719 -0.491 1.075 0.3923
H -0.238 1.923 0.183 0.1800
H -1.459 1.181 -0.937 0.2030
H -2.916 1.526 0.940 0.3894
H -1.615 1.640 1.987 0.3741
```

As for the SMILES: CC(=O)NCN. The energy above the lowest of the compared OMol25 structures with the same formula, charge and spin is 85.9 kJ/mol. The HOMO energy comes out at -0.3444 Ha. The calculation puts the HOMO-LUMO gap at 0.3781 hartree. Its LUMO energy is 0.9 eV. For the energy, the calculation gives -8268.436 eV.

=====

4.
An isolated molecule of C3H8N2O at a distorted geometry, computed with ωB97M-V with the def2-TZVPD basis set.

```
14
Properties=species:S:1:pos:R:3:nbo_charge:R:1
C -1.345 -0.023 -0.627 -0.4082
C 1.097 1.420 -0.041 -0.7190
N -0.349 -0.588 0.279 -0.4352
C 0.931 0.001 0.443 0.6794
N -0.479 -2.150 0.265 -0.7640
O 1.813 -0.634 0.972 -0.5607
H 0.464 -2.439 0.544 0.3405
H -0.765 -1.189 1.212 0.5071
H -2.256 -0.602 -0.510 0.2349
H -1.002 -0.131 -1.657 0.2046
H -1.543 1.023 -0.395 0.2022
H 0.378 2.087 0.436 0.2334
H 2.105 1.745 0.200 0.2498
H 0.949 1.482 -1.121 0.2352
```

The energy above the lowest of the compared OMol25 structures with the same formula, charge and spin is 439.0 kJ/mol. The HOMO energy comes out at -0.3042 Ha. The calculation puts the HOMO-LUMO gap at 0.3282 hartree. Its LUMO energy is 0.7 eV. For the energy, the calculation gives -8264.777 eV.

=====

5.
An isolated molecule of C3H8N2O at a distorted geometry, computed with ωB97M-V with the def2-TZVPD basis set.

```
14
Properties=species:S:1:pos:R:3:nbo_charge:R:1
N -0.803 -0.009 -2.211 -0.8386
C -0.334 0.686 -0.969 -0.2052
C 0.092 -0.414 -0.036 -0.5184
C 0.449 0.182 1.314 0.6744
N 0.528 -0.603 2.412 -0.8289
O 0.531 1.379 1.455 -0.6218
H -0.942 0.685 -2.911 0.3527
H -0.096 -0.639 -2.554 0.3446
H 0.550 1.280 -1.210 0.1806
H -1.132 1.346 -0.584 0.2104
H 0.897 -1.031 -0.416 0.2198
H -0.715 -1.132 0.048 0.2265
H 0.570 -0.110 3.301 0.4101
H 0.406 -1.621 2.362 0.3937
```

As for the SMILES: NCCC(N)=O. The energy above the lowest of the compared OMol25 structures with the same formula, charge and spin is 56.5 kJ/mol. The HOMO energy comes out at -0.3428 Ha. The calculation puts the HOMO-LUMO gap at 0.3762 hartree. Its LUMO energy is 0.9 eV. For the energy, the calculation gives -8268.740 eV.

=====

6.
A structure of composition C3H8N2O, computed with ωB97M-V with the def2-TZVPD basis set.

```
14
Properties=species:S:1:pos:R:3:nbo_charge:R:1
C 1.148 -1.657 0.878 -0.4185
N 0.100 -0.649 1.043 -0.6711
C -0.584 -0.248 -0.276 0.7422
O -1.127 -1.035 -1.023 -0.6435
N -0.306 1.041 -0.203 -0.6934
C -0.730 1.966 -1.230 -0.4197
H 0.733 -2.549 0.398 0.2169
H 1.582 -1.916 1.846 0.2056
H 1.929 -1.240 0.236 0.2110
H -0.595 -0.943 1.728 0.3956
H 0.288 0.594 0.934 0.4780
H -1.402 2.727 -0.816 0.1935
H 0.133 2.482 -1.668 0.1941
H -1.259 1.431 -2.028 0.2092
```

The energy above the lowest of the compared OMol25 structures with the same formula, charge and spin is 226.7 kJ/mol. The HOMO energy comes out at -0.3327 Ha. The calculation puts the HOMO-LUMO gap at 0.3634 hartree. Its LUMO energy is 0.8 eV. For the energy, the calculation gives -8266.977 eV.

=====

7.
An isolated molecule of C3H8N2O at a distorted geometry, computed with ωB97M-V with the def2-TZVPD basis set.

```
14
Properties=species:S:1:pos:R:3:nbo_charge:R:1
C -0.585 -0.806 -2.087 -0.4206
N -0.355 -0.578 -0.667 -0.6082
C -0.214 0.629 -0.113 0.6506
O -0.212 1.651 -0.799 -0.6417
C -0.015 0.746 1.406 -0.2963
N 1.136 -0.046 1.778 -0.8538
H 0.269 -0.395 -2.633 0.2078
H -0.877 -1.835 -2.234 0.2081
H -1.379 -0.122 -2.398 0.2152
H -0.091 -1.384 -0.111 0.4016
H -0.925 0.339 1.851 0.2043
H 0.060 1.791 1.705 0.2006
H 2.038 0.370 1.586 0.3683
H 1.150 -0.361 2.718 0.3642
```

As for the SMILES: CNC(=O)CN. The energy above the lowest of the compared OMol25 structures with the same formula, charge and spin is 77.4 kJ/mol. The HOMO energy comes out at -0.3398 Ha. The calculation puts the HOMO-LUMO gap at 0.3748 hartree. Its LUMO energy is 1.0 eV. For the energy, the calculation gives -8268.523 eV.

=====

8.
An isolated molecule of C3H8N2O at a distorted geometry, computed with ωB97M-V with the def2-TZVPD basis set.

```
14
Properties=species:S:1:pos:R:3:nbo_charge:R:1
C 0.922 -1.427 -0.657 -0.4329
N -0.490 -0.893 -0.705 -0.6048
C -0.557 -0.377 0.697 -0.3608
C -0.350 1.050 0.806 0.6296
N -0.268 1.913 -0.265 -0.8332
O -0.560 1.551 1.910 -0.6234
H 1.493 -1.003 -1.617 0.1932
H 0.865 -2.482 -0.657 0.1988
H 1.245 -1.257 0.356 0.1921
H -0.591 -0.103 -1.286 0.3419
H -0.200 -0.998 1.566 0.2509
H -1.634 -0.397 0.957 0.2484
H 0.171 1.536 -1.141 0.3790
H -0.046 2.886 0.035 0.4213
```

As for the SMILES: CNCC(N)=O. The energy above the lowest of the compared OMol25 structures with the same formula, charge and spin is 235.3 kJ/mol. The HOMO energy comes out at -0.3401 Ha. The calculation puts the HOMO-LUMO gap at 0.3683 hartree. Its LUMO energy is 0.8 eV. For the energy, the calculation gives -8266.887 eV.